# 1
The following is a quantum chemistry calculation of a structure of composition C25H23As3CrF18N4O9, from the OMol25 dataset.

Last column: Mulliken spin population.
Element x y z (Å)
Cr -19.205 -8.285 14.393  2.68
As -20.242 -4.522 15.390  0.00
F -18.741 -3.713 14.748  0.00
F -19.378 -4.847 16.953  0.00
F -21.662 -5.355 16.145  0.00
F -21.013 -4.178 13.856  0.00
F -19.682 -6.125 14.783  0.00
F -20.721 -2.874 16.032  0.00
As -20.383 -10.419 11.275  -0.01
F -18.965 -10.125 10.187  0.00
F -19.591 -9.524 12.641  -0.01
F -21.836 -10.700 12.343  0.00
F -21.161 -11.538 10.111  0.00
F -19.501 -11.761 12.013  0.00
F -21.062 -8.827 10.732  0.00
As -19.252 -8.451 18.172  -0.01
F -20.703 -7.470 18.099  0.00
F -19.692 -9.045 19.795  0.00
F -17.594 -9.236 18.080  0.00
F -19.118 -7.978 16.417  0.00
F -18.430 -6.912 18.743  0.00
F -20.022 -9.884 17.643  0.00
C -22.593 -8.143 14.439  -0.01
O -21.222 -8.546 14.636  0.31
H -22.666 -8.139 13.351  0.03
H -23.415 -8.772 14.780  0.00
H -22.861 -7.141 14.774  0.00
C -24.438 -6.614 11.115  0.00
C -25.341 -5.684 11.324  0.00
C -25.379 -4.592 10.432  0.00
C -24.533 -4.539 9.334  0.00
C -23.809 -5.642 9.019  0.00
C -23.738 -6.644 9.916  0.00
N -24.487 -3.277 8.518  0.00
O -24.860 -2.250 9.093  0.00
O -23.987 -3.281 7.454  0.00
H -24.429 -7.460 11.787  0.00
H -26.012 -5.657 12.170  0.00
H -25.948 -3.704 10.666  0.00
H -23.285 -5.750 8.081  0.00
H -23.025 -7.403 9.628  0.00
C -17.409 -14.283 17.496  0.00
C -16.836 -13.018 17.278  0.00
C -17.565 -12.051 16.650  0.00
C -18.808 -12.473 16.112  0.00
C -19.340 -13.795 16.340  0.00
C -18.619 -14.660 17.066  0.00
N -19.563 -11.544 15.250  0.01
O -20.759 -11.749 14.997  0.01
O -19.031 -10.457 15.041  0.00
H -16.762 -14.969 18.023  0.00
H -15.775 -12.978 17.474  0.00
H -17.233 -11.057 16.390  0.00
H -20.339 -14.085 16.050  0.00
H -18.968 -15.617 17.425  0.00
C -23.706 -12.469 14.130  0.00
C -25.034 -12.236 13.732  0.00
C -25.891 -13.295 13.499  0.00
C -25.471 -14.625 13.838  0.00
C -24.201 -14.826 14.363  0.00
C -23.290 -13.746 14.544  0.00
N -26.397 -15.758 13.646  0.00
O -26.147 -16.902 14.091  0.00
O -27.420 -15.491 13.038  0.00
H -22.993 -11.659 14.182  0.00
H -25.348 -11.272 13.359  0.00
H -26.889 -13.187 13.101  0.00
H -23.962 -15.854 14.592  0.00
H -22.298 -14.071 14.820  0.00
C -25.399 -12.906 18.004  0.00
C -24.564 -12.057 17.358  0.00
C -24.620 -10.662 17.621  0.00
C -25.563 -10.171 18.592  0.00
C -26.392 -11.067 19.146  0.00
C -26.368 -12.446 18.938  0.00
N -25.659 -8.744 18.887  0.00
O -24.801 -7.961 18.641  0.00
O -26.682 -8.279 19.381  0.00
H -25.445 -13.931 17.668  0.00
H -23.841 -12.407 16.635  0.00
H -23.955 -9.918 17.207  0.00
H -27.326 -10.814 19.625  0.00
H -27.061 -13.173 19.334  0.00

Summary:
Energy relative to the best compared isomer or geometry (same formula, charge and spin)   627.71 kJ/mol
2S+1   4
Kohn-Sham gap (spin up / spin down)   6.22 / 6.87 eV
Maximum force   0.137 Eh/bohr
Total charge   -1



# 2
The following is a quantum chemistry calculation of a structure of composition C43H65ClNO2P2PrSSb2, from the OMol25 dataset.

Last column: Mulliken spin population.
Element x y z (Å)
Pr -1.458 -0.740 1.601  2.02
C 2.965 -5.247 1.474  0.00
Sb 2.894 -3.960 -0.377  0.00
C 1.906 -5.403 -1.652  0.00
C 5.068 -4.073 -1.134  0.00
C 5.196 -3.863 -2.592  0.00
C 5.418 -5.006 -3.402  0.00
C 5.426 -4.976 -4.735  0.00
C 5.141 -3.742 -5.387  0.00
C 4.927 -2.587 -4.669  0.00
C 4.971 -2.628 -3.266  0.00
C 4.732 -1.398 -2.541  0.00
Sb 2.605 -0.602 -2.557  0.00
C 1.385 -1.868 -3.815  0.00
C 3.156 0.783 -4.192  0.00
H 3.496 -6.166 1.158  0.00
H 1.932 -5.569 1.734  0.00
H 3.547 -4.835 2.300  0.00
H 1.981 -6.389 -1.178  0.00
H 2.479 -5.447 -2.542  0.00
H 0.886 -5.085 -1.961  0.00
H 5.481 -4.994 -0.710  0.00
H 5.355 -3.209 -0.493  0.00
H 5.686 -5.935 -2.932  0.00
H 5.466 -5.930 -5.242  0.00
H 5.036 -3.756 -6.475  0.00
H 4.749 -1.618 -5.183  0.00
H 5.402 -0.606 -2.944  0.00
H 4.940 -1.512 -1.455  0.00
H 2.013 -2.591 -4.316  0.00
H 0.833 -1.296 -4.583  0.00
H 0.695 -2.454 -3.192  0.00
H 2.938 0.405 -5.167  0.00
H 4.243 0.957 -4.105  0.00
H 2.707 1.769 -4.028  0.00
O -3.072 0.863 0.647  0.00
C -2.131 1.446 0.084  0.00
O -0.939 0.964 0.150  0.00
C -2.474 2.802 -0.496  0.00
P -1.263 3.953 -1.198  0.00
C -1.482 3.666 -2.951  0.00
C -1.419 2.303 -3.262  0.00
C -2.143 1.866 -4.404  0.00
C -2.392 2.748 -5.421  0.00
C -1.919 4.064 -5.327  0.00
C -1.559 4.552 -4.059  0.00
C -2.278 5.484 -0.871  0.00
C -3.631 5.607 -1.198  0.00
C -4.258 6.805 -1.551  0.00
C -3.504 7.927 -1.580  0.00
C -2.138 7.918 -1.253  0.00
C -1.557 6.685 -0.970  0.00
H -2.908 3.407 0.405  0.00
H -3.335 2.660 -1.187  0.00
H -0.989 1.643 -2.524  0.00
H -2.619 0.890 -4.397  0.00
H -2.927 2.365 -6.265  0.00
H -2.032 4.724 -6.219  0.00
H -1.307 5.633 -3.843  0.00
H -4.232 4.726 -1.077  0.00
H -5.301 6.736 -1.864  0.00
H -3.895 8.802 -2.063  0.00
H -1.518 8.813 -1.250  0.00
H -0.553 6.700 -0.705  0.00
C 0.967 -1.017 4.188  0.00
N 0.780 -0.131 2.982  -0.01
C 1.846 -0.209 1.998  0.00
C 0.512 1.299 3.262  0.00
C -0.850 1.547 3.919  -0.01
C -0.835 2.655 4.759  0.00
C -2.062 2.973 5.285  0.00
C -3.190 2.097 5.257  0.00
C -3.086 0.992 4.481  0.01
C -1.979 0.775 3.700  -0.01
H 1.994 -0.926 4.544  0.00
H 0.758 -2.057 3.840  0.00
H 0.336 -0.732 4.984  0.00
H 2.845 0.072 2.411  0.00
H 1.535 0.449 1.201  0.00
H 1.862 -1.204 1.660  0.00
H 0.519 1.827 2.301  0.00
H 1.328 1.619 3.885  0.00
H -0.058 3.353 4.878  0.00
H -2.219 3.880 5.859  0.00
H -4.069 2.301 5.823  0.00
H -3.944 0.346 4.485  0.00
Cl 0.195 -2.818 0.857  0.00
C -2.843 -3.309 5.200  0.00
C -3.335 -4.058 3.951  0.00
P -3.565 -3.156 2.296  0.00
C -4.079 -4.546 1.270  0.00
C -2.972 -5.628 1.081  0.00
C -5.192 -2.318 2.488  0.00
C -5.631 -1.880 3.863  0.00
H -1.891 -2.764 5.024  0.00
H -2.690 -4.102 5.972  0.00
H -3.578 -2.626 5.589  0.00
H -4.312 -4.539 4.142  0.00
H -2.629 -4.881 3.805  0.00
H -4.216 -4.059 0.287  0.00
H -4.970 -5.002 1.646  0.00
H -2.148 -5.117 0.467  0.00
H -3.410 -6.499 0.557  0.00
H -2.619 -6.022 2.047  0.00
H -5.949 -2.913 1.913  0.00
H -4.894 -1.379 1.924  0.00
H -6.160 -2.698 4.432  0.00
H -6.287 -0.982 3.840  0.00
H -4.765 -1.523 4.467  0.00
C 4.520 4.736 1.458  0.00
S 4.306 4.123 -0.257  0.00
C 4.461 5.464 -1.440  0.00
H 5.413 4.302 2.010  0.00
H 3.719 4.207 2.037  0.00
H 4.526 5.844 1.603  0.00
H 3.502 5.792 -1.810  0.00
H 5.070 4.964 -2.247  0.00
H 5.011 6.304 -0.965  0.00

Summary:
2S+1   3
Kohn-Sham gap (spin up / spin down)   7.10 / 7.10 eV
Maximum force   0.061 Eh/bohr
Total charge   0



# 3
The following is a quantum chemistry calculation of a cluster of 6 separate species, C5H22N2O6 in total, from the OMol25 dataset.

Last column: natural (NBO) charge in e.
Element x y z (Å)
C 1.346 0.020 2.061  -0.74
C 0.807 -0.354 0.816  0.68
N 1.519 0.092 -0.324  -0.63
C 0.934 -0.259 -1.579  -0.28
C 0.129 0.831 -2.261  -0.24
N -1.273 0.951 -1.698  -0.64
C -2.124 2.199 -1.868  -0.43
O -0.135 -1.150 0.669  -0.69
H 2.396 -0.210 2.039  0.25
H 0.906 -0.412 3.036  0.27
H 1.149 1.061 2.265  0.27
H 2.336 0.605 -0.298  0.42
H 1.516 -0.798 -2.362  0.25
H 0.366 -1.165 -1.427  0.23
H 0.855 1.601 -2.285  0.15
H -0.042 0.781 -3.374  0.20
H -1.072 0.721 -0.711  0.35
H -1.998 2.834 -1.029  0.18
H -3.220 1.984 -1.723  0.21
H -1.737 2.790 -2.741  0.21
H 1.543 2.470 -0.066  0.47
H 2.700 3.007 -0.853  0.47
O 2.496 2.705 0.006  -0.94
H -3.024 -0.800 0.560  0.48
H -1.890 -1.096 1.535  0.49
O -2.812 -0.858 1.505  -0.97
H 1.061 -4.112 -1.062  0.49
H 0.120 -2.788 -1.416  0.48
O 0.973 -3.328 -1.655  -0.97
H 0.074 -3.304 1.964  0.46
H 1.251 -2.698 1.284  0.47
O 0.862 -3.580 1.632  -0.93
H -2.302 0.499 3.841  0.48
H -2.002 0.758 2.331  0.48
O -1.707 1.003 3.187  -0.97

Summary:
Energy relative to the best compared isomer or geometry (same formula, charge and spin)   396.32 kJ/mol
Kohn-Sham gap   9.45 eV
Maximum force   0.104 Eh/bohr
SMILES   CNCCNC(C)=O.O.O.O.O.O
Total charge   0



# 4
The following is a quantum chemistry calculation of a structure of composition C41H32Cl4N4O6V, from the OMol25 dataset.

Last column: Mulliken spin population.
Element x y z (Å)
V 0.486 -1.116 -0.433  1.97
Cl -3.036 4.800 -3.918  0.00
C -2.256 3.424 -3.190  0.02
C -2.693 2.147 -3.474  -0.01
Cl -3.999 1.878 -4.590  0.00
C -2.053 1.060 -2.854  0.02
Cl -2.633 -0.562 -3.116  0.00
C -0.991 1.209 -1.975  -0.01
O -0.497 0.180 -1.342  -0.07
C -0.453 2.535 -1.725  0.00
O 0.503 2.720 -0.907  0.00
C -1.172 3.598 -2.322  0.00
Cl -0.658 5.215 -1.883  0.00
C -2.346 -1.740 2.892  0.17
C -2.761 -3.073 2.684  0.03
C -2.347 -3.744 1.568  0.03
C -1.506 -3.097 0.629  0.10
N -1.085 -1.811 0.866  0.14
C -1.511 -1.170 1.957  -0.06
C -1.044 -3.669 -0.586  0.14
C -1.406 -4.951 -1.061  0.02
C -0.967 -5.380 -2.280  0.04
C -0.153 -4.530 -3.061  0.15
C 0.193 -3.304 -2.545  -0.01
N -0.205 -2.871 -1.339  0.15
H -2.678 -1.168 3.747  0.02
H -3.408 -3.565 3.401  0.01
H -2.666 -4.763 1.396  0.02
H -1.179 -0.143 2.051  -0.01
H -2.044 -5.588 -0.462  0.02
H -1.253 -6.359 -2.648  0.01
H 0.184 -4.820 -4.047  0.01
H 0.800 -2.605 -3.109  -0.02
C 2.254 1.712 2.348  0.00
C 1.982 0.341 1.774  0.03
O 1.120 0.300 0.899  0.01
C 2.704 -0.828 2.245  0.03
C 3.629 -0.714 3.297  0.00
C 4.305 -1.799 3.797  0.00
C 4.061 -3.064 3.229  0.00
C 3.172 -3.220 2.202  0.00
C 2.452 -2.113 1.655  0.00
O 1.644 -2.316 0.694  -0.01
H 1.735 2.427 1.711  0.00
H 3.321 1.932 2.368  0.00
H 1.869 1.775 3.369  0.00
H 3.807 0.261 3.733  0.00
H 5.011 -1.683 4.610  0.00
H 4.589 -3.931 3.612  0.00
H 2.983 -4.190 1.759  0.00
C 7.745 1.439 -3.881  0.00
C 6.377 0.899 -3.545  0.00
C 5.636 1.422 -2.499  0.00
C 4.360 0.952 -2.184  0.00
C 3.643 1.524 -0.992  0.01
C 3.805 -0.055 -2.977  -0.01
C 4.535 -0.598 -4.041  0.00
C 3.970 -1.706 -4.895  0.00
C 5.816 -0.125 -4.300  0.00
C 2.395 -0.557 -2.709  0.02
O 1.592 -0.578 -3.635  0.01
O 2.188 -0.916 -1.493  0.00
H 8.129 2.062 -3.072  0.00
H 7.711 2.050 -4.787  0.00
H 8.458 0.630 -4.056  0.00
H 6.059 2.221 -1.895  0.00
H 4.113 2.461 -0.685  0.00
H 3.707 0.815 -0.163  0.00
H 2.578 1.715 -1.148  0.00
H 3.750 -2.588 -4.289  0.00
H 4.684 -1.991 -5.670  0.00
H 3.033 -1.396 -5.354  0.00
H 6.386 -0.560 -5.117  0.00
N -2.669 4.115 1.483  0.00
C -1.847 3.132 0.991  0.00
N -2.386 1.949 1.031  0.00
C -3.642 2.142 1.585  0.00
C -4.652 1.224 1.859  0.01
C -5.832 1.699 2.407  0.00
C -6.019 3.062 2.679  0.00
C -5.026 3.991 2.412  0.00
C -3.845 3.508 1.863  0.00
H -2.491 5.100 1.417  0.00
H -0.853 3.320 0.584  0.00
H -4.502 0.175 1.641  0.00
H -6.636 1.005 2.625  0.00
H -6.959 3.398 3.100  0.00
H -5.173 5.045 2.615  0.00

Summary:
Energy relative to the best compared isomer or geometry (same formula, charge and spin)   166.90 kJ/mol
2S+1   4
Kohn-Sham gap (spin up / spin down)   4.67 / 5.53 eV
Maximum force   0.013 Eh/bohr
Total charge   -2